{
  "formula": "C20H34BFN2NaO7S",
  "method": "wB97M-V/def2-TZVPD",
  "elements": ["C", "C", "O", "C", "N", "C", "C", "O", "C", "B", "O", "O", "C", "O", "C", "S", "O", "O", "F", "C", "C", "C", "N", "C", "C", "C", "C", "C", "C", "C", "C", "C", "H", "H", "H", "H", "H", "H", "H", "H", "H", "H", "H", "H", "H", "H", "H", "H", "H", "H", "H", "H", "H", "H", "H", "H", "H", "H", "H", "H", "H", "H", "H", "H", "H", "H", "Na"],
  "coordinates": [[-1.30011, -0.63964, 5.05907], [-2.83153, -0.67224, 4.91645], [-3.46974, -1.26679, 6.03200], [-3.27593, -1.35064, 3.62166], [-2.97301, -0.50040, 2.45487], [-2.53120, -1.25940, 1.28663], [-2.60691, -0.37368, 0.02765], [-1.34802, -0.04662, -0.54565], [-1.05092, -0.63808, -1.83413], [-1.06152, -2.24561, -1.76472], [-0.29333, -2.85937, -0.83890], [-1.82938, -2.97595, -2.66899], [-1.96663, -0.02383, -2.85362], [-1.46662, 1.32805, -2.96721], [-0.16308, 1.41973, -2.36218], [0.62570, 2.74253, -3.32071], [2.03515, 2.62949, -3.37342], [-0.02993, 3.92347, -2.85300], [0.07192, 2.44235, -4.74901], [0.33113, -0.03731, -2.31251], [0.61919, -0.62839, -3.72408], [2.05878, -1.00164, -4.12407], [2.80909, 0.01791, -4.84624], [1.40181, -0.35229, -1.25493], [2.68631, 0.48384, -1.19253], [2.54168, 1.78876, -0.38538], [2.58479, 1.57514, 1.11149], [1.53985, 2.01871, 1.91306], [1.54851, 1.82199, 3.28243], [2.61547, 1.16953, 3.87765], [3.67341, 0.73702, 3.09202], [3.65910, 0.93703, 1.72756], [-1.02227, -0.77635, 6.10310], [-0.88761, 0.31758, 4.72718], [-0.82150, -1.41427, 4.45142], [-3.20165, 0.35777, 4.88280], [-3.22295, -2.19787, 6.07685], [-4.35224, -1.53543, 3.67832], [-2.77804, -2.32848, 3.53142], [-2.18988, 0.08415, 2.73721], [-3.20908, -2.10885, 1.16622], [-1.50562, -1.63630, 1.38059], [-3.31488, -0.79433, -0.69284], [-3.05345, 0.56015, 0.39425], [-0.44850, -3.81424, -0.82397], [-2.73179, -3.15155, -2.37874], [-3.00653, 0.10433, -2.52360], [-2.07376, -0.58597, -3.78004], [-0.16044, 1.90075, -1.38315], [0.03353, -1.54971, -3.82605], [0.22847, 0.03299, -4.50443], [2.63920, -1.34225, -3.26734], [1.96058, -1.87478, -4.77962], [2.23346, 0.76486, -5.20577], [3.56318, 0.41708, -4.30937], [1.68781, -1.39102, -1.43078], [0.95066, -0.33505, -0.26039], [3.41248, -0.13567, -0.65835], [3.11898, 0.68106, -2.17253], [3.34404, 2.47039, -0.68463], [1.60696, 2.30524, -0.61179], [0.70439, 2.54375, 1.45661], [0.72080, 2.19140, 3.87712], [2.62501, 1.00517, 4.94869], [4.51704, 0.24243, 3.55844], [4.50504, 0.60207, 1.13645], [-2.47548, 2.22729, -1.24451]],
  "lowdin_charge": [-0.033, -0.434, -0.027, -0.191, -0.056, -0.174, -0.161, -0.100, -0.262, -0.594, 0.229, 0.171, -0.076, -0.157, -0.279, 0.699, -0.206, -0.231, -0.111, -0.258, -0.073, -0.240, 0.022, -0.097, -0.153, -0.137, -0.225, -0.054, -0.093, -0.083, -0.073, -0.039, 0.087, 0.059, 0.081, 0.146, 0.099, 0.125, 0.121, 0.101, 0.128, 0.131, 0.131, 0.116, 0.140, 0.123, 0.137, 0.152, 0.117, 0.119, 0.124, 0.108, 0.114, 0.051, 0.061, 0.119, 0.132, 0.112, 0.088, 0.132, 0.080, 0.103, 0.098, 0.107, 0.110, 0.118, 0.726],
  "e_above_lowest_kcal_mol": 0.0,
  "lumo_energy_ev": -3.87,
  "total_charge": 1,
  "orbital_gap_ev": 7.57,
  "total_energy_ev": -57245.56690,
  "homo_ev": -11.43,
  "mol_weight_g_mol": 499.4
}